Entry 1:
This record from OMol25 describes a 12-piece molecular cluster, C48H129N11O13S overall at a distorted geometry. The level of theory is ωB97M-V with the def2-TZVPD basis set.

Structure (XYZ):
```
202
Properties=species:S:1:pos:R:3
C 19.5695 24.1532 13.1466
C 18.9561 23.0936 14.0214
C 19.2899 21.6802 13.5322
O 19.1221 21.5785 12.0318
C 18.9390 20.2360 11.4782
N 19.4319 23.2500 15.4242
H 19.0135 24.3508 12.2301
H 20.6013 24.0158 12.8230
H 19.6568 25.0536 13.7545
H 17.8670 23.0670 13.9887
H 18.6196 20.9959 14.0523
H 20.3079 21.3280 13.6988
H 18.7661 20.3003 10.4039
H 18.0552 19.7751 11.9194
H 19.8367 19.6446 11.6584
H 20.4402 23.2628 15.3676
H 19.1455 22.4883 16.0225
C 15.7272 20.5823 14.1516
C 14.8202 19.6831 15.0304
C 13.5559 19.1721 14.2291
O 12.6585 20.2629 13.8188
C 12.0980 20.8853 14.9288
N 15.5912 18.5579 15.6135
H 15.2356 21.5388 13.9742
H 15.9117 20.2069 13.1451
H 16.6781 20.7951 14.6400
H 14.4523 20.2594 15.8793
H 13.0696 18.4781 14.9147
H 13.8623 18.5659 13.3766
H 12.8208 21.5106 15.4530
H 11.7525 20.0766 15.5726
H 11.2810 21.5209 14.5872
H 14.9770 17.9832 16.1726
H 15.9390 17.9260 14.9065
C 22.6617 16.0661 17.1739
C 23.4326 15.6649 15.8634
C 22.4821 15.4161 14.6859
O 21.7755 14.2430 14.8478
C 22.4190 12.9549 14.4776
N 24.4054 16.6861 15.6150
H 22.2804 17.0829 17.0801
H 23.2238 16.0545 18.1078
H 21.7638 15.5078 17.4388
H 23.9336 14.7190 16.0697
H 22.9546 15.5052 13.7077
H 21.6899 16.1648 14.6956
H 23.0257 13.1388 13.5909
H 21.7260 12.1738 14.1649
H 23.0605 12.7060 15.3230
H 25.0252 16.8887 16.3862
H 23.9355 17.5742 15.5122
C 17.5112 14.7437 18.0429
C 16.7164 15.8098 17.2591
C 15.2072 15.4895 17.4268
O 14.3727 16.3658 16.6932
C 12.9318 16.2439 16.8395
N 17.1178 17.0784 17.9636
H 17.2231 13.7867 17.6080
H 17.2317 14.7677 19.0962
H 18.5759 14.9001 17.8693
H 16.9986 15.8878 16.2092
H 14.9354 15.4405 18.4813
H 15.0519 14.4434 17.1630
H 12.4882 17.1557 16.4395
H 12.7429 16.1150 17.9052
H 12.5522 15.3713 16.3078
H 16.5557 17.0556 18.8024
H 16.8297 17.8663 17.4012
C 18.8981 10.5872 14.8240
C 18.5618 11.6738 15.8972
C 19.6525 11.6385 17.0552
O 19.3546 12.5540 18.1289
C 20.3840 12.5614 19.0949
N 18.4828 12.9990 15.3101
H 19.7978 10.7765 14.2385
H 18.0764 10.5073 14.1124
H 19.1280 9.6192 15.2693
H 17.6088 11.3766 16.3348
H 20.6198 11.7649 16.5689
H 19.7231 10.6137 17.4199
H 21.3817 12.9167 18.8370
H 20.4738 11.5497 19.4904
H 20.0938 13.1687 19.9522
H 18.0713 13.6351 15.9781
H 19.4381 13.2820 15.1448
C 21.5442 14.7802 8.9382
C 20.4993 15.1490 9.9629
C 19.2604 15.8466 9.4265
O 19.6716 17.1419 8.8806
C 18.5776 17.9071 8.6078
N 20.0851 13.9290 10.6734
H 21.1735 14.1619 8.1206
H 22.3801 14.2135 9.3484
H 21.9620 15.7146 8.5635
H 20.9085 15.7886 10.7449
H 18.6214 15.9283 10.3058
H 18.6914 15.2383 8.7235
H 17.8851 18.1362 9.4178
H 17.9103 17.4066 7.9062
H 18.9029 18.8437 8.1549
H 20.8902 13.5667 11.1638
H 19.3155 14.1492 11.2893
C 15.3911 14.7517 7.2793
C 14.8856 14.3463 8.6796
C 14.5516 15.5688 9.5218
O 14.1521 15.1379 10.8543
C 13.7188 16.3352 11.4970
N 13.7309 13.4544 8.5281
H 14.6673 15.3905 6.7731
H 15.5233 13.8711 6.6508
H 16.3481 15.2602 7.3960
H 15.6649 13.8294 9.2397
H 13.7366 16.0800 9.0094
H 15.3937 16.2433 9.6771
H 14.3863 17.1968 11.4830
H 13.6712 16.0317 12.5427
H 12.7470 16.7051 11.1701
H 13.2773 13.4356 9.4304
H 14.0240 12.4905 8.4566
C 16.1458 15.0357 13.8432
C 17.3610 15.3010 12.9136
C 18.5564 15.9734 13.6730
O 18.0925 17.1922 14.1849
C 19.0973 17.6739 15.0576
N 17.8139 14.0418 12.4399
H 15.5073 15.8924 14.0585
H 16.3998 14.5690 14.7950
H 15.4152 14.4015 13.3412
H 17.0508 15.9550 12.0987
H 19.3914 16.2134 13.0146
H 18.9981 15.2638 14.3726
H 20.1047 17.7622 14.6507
H 19.2758 16.9705 15.8709
H 18.8002 18.6767 15.3645
H 17.9353 13.5063 13.2876
H 17.0239 13.6369 11.9580
C 22.5858 23.2573 17.5414
C 22.9180 22.3725 16.3271
C 22.3986 20.8827 16.2960
O 23.3154 20.0283 15.5514
C 23.0794 20.0248 14.1884
N 22.5009 23.1749 15.1614
H 22.8002 22.7847 18.4999
H 21.5251 23.5080 17.5272
H 23.0010 24.2651 17.5445
H 24.0062 22.3423 16.2726
H 21.3726 20.6852 15.9853
H 22.3879 20.5090 17.3199
H 23.7265 19.2830 13.7203
H 23.2710 21.0092 13.7615
H 22.0572 19.8088 13.8774
H 22.8022 22.7200 14.3114
H 22.9770 24.0584 15.0486
C 10.4086 11.1817 16.7239
C 11.6671 10.3632 17.0659
C 12.9903 11.1719 16.8352
O 13.0523 11.6564 15.5160
C 14.3057 12.2047 15.1039
N 11.6565 9.7873 18.4547
H 9.4779 10.6662 16.9608
H 10.3520 11.3584 15.6498
H 10.4564 12.1510 17.2202
H 11.6657 9.6103 16.2778
H 13.8037 10.4585 16.9677
H 13.0943 11.8957 17.6435
H 14.1893 13.2598 15.3516
H 14.3554 12.2097 14.0150
H 15.2280 11.8548 15.5676
H 11.0066 9.0219 18.3450
H 11.1353 10.3316 19.1272
C 10.0096 14.0441 11.7315
C 11.0686 14.3285 12.8029
C 10.6976 13.9696 14.2231
O 9.7845 14.8873 14.6028
C 8.9726 14.5497 15.7125
N 12.2734 13.6913 12.4891
H 9.9250 12.9646 11.6062
H 10.1391 14.5344 10.7667
H 9.0609 14.4620 12.0682
H 11.2096 15.4094 12.7996
H 11.4982 13.9987 14.9623
H 10.2877 12.9601 14.1916
H 8.3417 15.3899 16.0025
H 9.6627 14.3838 16.5398
H 8.4421 13.6007 15.6342
H 13.0907 13.9269 13.0337
H 12.5677 13.7939 11.5284
C 18.1277 11.0314 10.8395
C 17.4246 9.6791 11.1097
C 16.6808 9.0813 9.8711
S 16.3961 10.5564 8.8582
O 14.9652 10.8216 8.7178
O 17.1843 10.2574 7.6203
C 17.1527 11.8204 9.9349
H 19.0959 10.8030 10.3939
H 18.3183 11.5507 11.7787
H 16.5538 9.8207 11.7498
H 18.1134 8.9798 11.5837
H 15.7653 8.5828 10.1897
H 17.2585 8.3512 9.3043
H 16.3172 12.1552 10.5498
H 17.5997 12.6703 9.4193
```

- LUMO (eV) = 0.35
- strongest force on any atom (eV Å⁻¹) = 3.67
- HOMO-LUMO gap (eV) = 9.0
- HOMO energy (Ha) = -0.318
- energy relative to the best compared isomer or geometry (same formula, charge and spin) (kcal per mole) = 33.2
- structure (SMILES) = O=S1(=O)CCCC1.COC[C@H](C)N.COC[C@H](C)N.COC[C@H](C)N.COC[C@H](C)N.COC[C@H](C)N.COC[C@H](C)N.COC[C@H](C)N.COC[C@H](C)N.COC[C@H](C)N.COC[C@H](C)N.COC[C@H](C)N

=====

Entry 2:
This record from OMol25 describes a 12-piece molecular cluster, C48H132N12O12 overall at a distorted geometry. The level of theory is ωB97M-V with the def2-TZVPD basis set.

Structure (XYZ):
```
204
Properties=species:S:1:pos:R:3
C 1.6986 4.9697 -0.8510
C 2.5681 5.9668 -1.5576
C 1.9671 6.3706 -2.9333
O 2.2829 5.3612 -3.8080
C 1.9377 5.7304 -5.1755
N 2.7192 7.1339 -0.6084
H 1.4723 4.1776 -1.5648
H 0.7824 5.4144 -0.4625
H 2.2397 4.4464 -0.0627
H 3.5050 5.4692 -1.8081
H 2.3404 7.3553 -3.2146
H 0.8818 6.4677 -2.9038
H 0.8598 5.6391 -5.3089
H 2.4227 4.9567 -5.7707
H 2.3398 6.6402 -5.6212
H 3.3390 6.8522 0.1377
H 3.3451 7.7430 -1.1157
C 4.6786 -3.8472 -0.0456
C 5.1430 -5.1585 0.6329
C 6.6571 -5.3847 0.6664
O 7.1009 -5.4042 -0.7173
C 6.9558 -6.6074 -1.4293
N 4.5064 -5.1501 1.9441
H 4.9095 -2.9785 0.5711
H 3.5946 -3.9128 -0.1396
H 5.0408 -3.8258 -1.0734
H 4.6454 -6.0125 0.1733
H 6.9395 -6.3312 1.1272
H 7.2193 -4.5605 1.1055
H 5.9158 -6.7889 -1.7003
H 7.4317 -7.4969 -1.0164
H 7.4177 -6.5557 -2.4153
H 4.7742 -6.0349 2.3510
H 4.9061 -4.4554 2.5586
C -3.5927 -1.5503 4.6606
C -4.6404 -1.7750 3.5699
C -3.9998 -2.0753 2.2042
O -3.2375 -0.9002 1.8233
C -2.5645 -1.1945 0.6263
N -5.5003 -2.8150 4.0439
H -2.9968 -2.4595 4.5807
H -3.8927 -1.3684 5.6926
H -2.9541 -0.7006 4.4191
H -5.2246 -0.8720 3.3926
H -4.7685 -2.0938 1.4316
H -3.4593 -3.0195 2.1374
H -1.9779 -0.3753 0.2104
H -3.2532 -1.3774 -0.1986
H -1.8788 -2.0276 0.7803
H -5.9514 -2.6267 4.9277
H -4.8339 -3.5626 4.1743
C 2.2748 -5.4140 6.0713
C 1.2608 -5.7026 5.0179
C 0.3941 -4.5038 4.7526
O 1.1213 -3.3179 4.3303
C 0.2348 -2.2400 4.0120
N 2.0026 -6.1563 3.8663
H 1.8745 -5.0797 7.0284
H 2.8486 -4.5460 5.7465
H 2.8881 -6.2574 6.3886
H 0.6664 -6.5675 5.3124
H -0.1839 -4.3166 5.6576
H -0.3757 -4.6526 3.9953
H -0.2977 -1.9119 4.9047
H -0.4677 -2.5242 3.2286
H 0.8858 -1.4397 3.6599
H 2.7304 -5.5141 3.5872
H 1.4115 -6.0743 3.0514
C 0.8950 -1.4660 -0.1480
C 1.6590 -0.2046 -0.4546
C 1.1223 1.0198 0.1818
O -0.0600 1.4082 -0.5094
C -0.8792 2.3172 0.2278
N 3.0657 -0.4164 -0.0976
H 0.6465 -1.4237 0.9124
H 1.4897 -2.3719 -0.2649
H -0.0399 -1.4371 -0.7078
H 1.6786 -0.0198 -1.5287
H 1.8949 1.7601 -0.0260
H 0.9888 0.9343 1.2602
H -0.2689 3.2056 0.3902
H -1.1423 1.9486 1.2193
H -1.7629 2.6584 -0.3115
H 3.3812 -1.0886 -0.7821
H 3.0471 -0.9863 0.7361
C -3.0468 3.3882 3.0140
C -4.3391 2.6817 3.2049
C -5.6137 3.6277 3.2525
O -5.5061 4.1904 4.4886
C -6.6224 4.9161 4.8945
N -4.4446 1.7254 2.1151
H -2.2552 2.6398 3.0510
H -2.8162 4.1639 3.7443
H -3.0841 3.9163 2.0612
H -4.2310 2.1436 4.1466
H -6.5020 2.9972 3.2144
H -5.5358 4.3487 2.4387
H -7.6035 4.4857 4.6936
H -6.7168 5.9678 4.6242
H -6.5689 5.0289 5.9773
H -3.7008 1.0438 2.1621
H -5.3166 1.2318 2.2423
C -4.2082 6.7347 -5.5178
C -2.7459 6.9322 -5.1026
C -2.0872 6.0229 -3.9742
O -2.8338 5.9954 -2.7800
C -2.1118 5.3095 -1.7489
N -2.0034 6.8463 -6.3951
H -4.8957 6.8825 -4.6850
H -4.3520 5.7065 -5.8498
H -4.5025 7.4033 -6.3268
H -2.6681 7.9895 -4.8493
H -1.0604 6.3795 -3.8920
H -2.0007 4.9660 -4.2264
H -2.5826 5.3294 -0.7661
H -1.1219 5.7635 -1.7043
H -1.8785 4.2671 -1.9659
H -2.0032 5.8637 -6.6287
H -1.0793 7.2347 -6.2714
C -4.6932 2.6915 -1.5066
C -5.2924 2.9104 -2.9059
C -6.2095 4.1245 -3.0772
O -7.5571 3.8652 -2.6718
C -8.2983 2.9935 -3.5726
N -4.1492 3.0114 -3.8546
H -5.4273 3.0074 -0.7654
H -3.8433 3.3187 -1.2372
H -4.4270 1.6506 -1.3227
H -5.8167 1.9989 -3.1928
H -6.2941 4.4802 -4.1040
H -5.8239 5.0468 -2.6428
H -7.9096 1.9752 -3.5604
H -8.4807 3.4798 -4.5309
H -9.3038 2.8822 -3.1666
H -3.5231 2.3051 -3.4951
H -3.6341 3.8377 -3.5863
C 0.3512 2.4200 -3.5073
C -0.6799 1.3207 -3.8886
C -0.0903 -0.0911 -4.1904
O -1.0687 -0.7764 -4.8999
C -0.4510 -1.9153 -5.5055
N -1.7153 1.2904 -2.8910
H 1.0754 2.6385 -4.2920
H 0.9075 2.2204 -2.5914
H -0.1769 3.3300 -3.2223
H -1.1554 1.6351 -4.8176
H 0.1500 -0.6124 -3.2638
H 0.8609 -0.0133 -4.7169
H 0.0226 -2.5354 -4.7443
H 0.1913 -1.6005 -6.3280
H -1.2282 -2.5385 -5.9478
H -1.2036 1.1882 -2.0262
H -2.2949 0.4662 -2.9610
C 3.4208 -0.1200 3.4843
C 4.0022 -1.5027 3.2298
C 4.4758 -2.2611 4.4594
O 5.2847 -3.3745 4.1376
C 5.8830 -4.1135 5.2695
N 2.9944 -2.2895 2.5005
H 3.0513 0.3646 2.5806
H 4.2388 0.5335 3.7872
H 2.5638 -0.0809 4.1567
H 4.8121 -1.3014 2.5287
H 3.6541 -2.5484 5.1154
H 5.0408 -1.5464 5.0577
H 6.6102 -4.8732 4.9828
H 5.1119 -4.5802 5.8825
H 6.4407 -3.4225 5.9017
H 3.3876 -3.1570 2.1644
H 2.2090 -2.5827 3.0639
C 4.4601 2.4735 -2.3184
C 4.5681 1.8696 -3.7147
C 3.9517 0.4427 -3.6876
O 4.5533 -0.4335 -2.6820
C 5.7700 -1.0215 -3.2095
N 3.9402 2.8117 -4.6192
H 4.8672 1.7445 -1.6178
H 3.4313 2.6874 -2.0288
H 5.0774 3.3714 -2.2916
H 5.6075 1.7999 -4.0355
H 4.0174 -0.0424 -4.6614
H 2.8856 0.5845 -3.5098
H 5.7578 -1.3581 -4.2462
H 6.1649 -1.8518 -2.6241
H 6.5915 -0.3056 -3.1838
H 4.5202 3.6376 -4.5812
H 3.1035 3.2396 -4.2492
C -1.3171 -8.6152 2.3239
C -1.9718 -7.3179 2.7307
C -1.4657 -6.1497 1.7675
O -0.0391 -5.9196 1.8054
C 0.3685 -4.8961 0.9028
N -3.4334 -7.5225 2.6230
H -1.4636 -8.8937 1.2803
H -1.6417 -9.4371 2.9619
H -0.2473 -8.4887 2.4903
H -1.5572 -7.1556 3.7257
H -1.9839 -5.2347 2.0543
H -1.7751 -6.4410 0.7637
H 1.2846 -4.4869 1.3286
H -0.2266 -3.9832 0.9296
H 0.6041 -5.2145 -0.1126
H -3.4823 -7.7309 1.6359
H -3.6707 -8.4499 2.9452
```

- LUMO (alpha / beta) (eV) = -1.73 / -7.63
- charge = +1
- strongest force on any atom (eV Å⁻¹) = 3.20
- multiplicity = 2
- HOMO-LUMO gap (alpha / beta) (eV) = 8.3 / 2.4
- HOMO energy (alpha / beta) (Ha) = -0.368 / -0.368
- energy relative to the best compared isomer or geometry (same formula, charge and spin) (kcal per mole) = 26.6
- expectation value of S² = 0.76

=====

energy relative to the best compared isomer or geometry (same formula, charge and spin) of number 1 (C48H129N11O13S)?
33.2 kcal per mole

=====

What is the strongest force on any atom in the first record?
3.67 eV Å⁻¹